Entry 1:
{"formula": "C54H123N5NiO21", "method": "ωB97M-V/def2-TZVPD", "gap_ev": [7.07, 6.51], "total_charge": 0, "s_squared": 2.01, "lumo_ha": [0.004, -0.004], "largest_force_ha_per_bohr": 0.0482, "multiplicity": 3, "total_energy_ev": -149468.430, "elements": ["Ni", "C", "C", "C", "C", "C", "C", "N", "O", "C", "C", "C", "H", "H", "H", "H", "H", "H", "H", "H", "H", "H", "H", "H", "H", "H", "H", "H", "H", "H", "C", "C", "C", "O", "H", "H", "H", "H", "H", "H", "H", "C", "O", "C", "C", "O", "C", "C", "O", "C", "H", "H", "H", "H", "H", "H", "H", "H", "H", "H", "H", "H", "H", "H", "C", "O", "C", "C", "O", "C", "C", "O", "C", "H", "H", "H", "H", "H", "H", "H", "H", "H", "H", "H", "H", "H", "H", "C", "O", "C", "C", "O", "C", "C", "O", "C", "H", "H", "H", "H", "H", "H", "H", "H", "H", "H", "H", "H", "H", "H", "C", "O", "C", "C", "O", "C", "C", "O", "C", "H", "H", "H", "H", "H", "H", "H", "H", "H", "H", "H", "H", "H", "H", "C", "O", "C", "C", "O", "C", "C", "O", "C", "H", "H", "H", "H", "H", "H", "H", "H", "H", "H", "H", "H", "H", "H", "C", "O", "N", "C", "C", "H", "H", "H", "H", "H", "H", "H", "C", "O", "N", "C", "C", "H", "H", "H", "H", "H", "H", "H", "C", "O", "N", "C", "C", "H", "H", "H", "H", "H", "H", "H", "C", "O", "N", "C", "C", "H", "H", "H", "H", "H", "H", "H"], "coordinates": [[13.520, 7.255, 8.534], [12.145, 10.580, 9.786], [13.616, 11.071, 9.764], [13.821, 11.633, 11.147], [15.281, 11.854, 11.473], [16.107, 10.591, 11.344], [15.915, 9.928, 9.943], [14.514, 9.935, 9.529], [14.219, 9.158, 8.473], [16.463, 8.490, 10.159], [16.910, 10.686, 8.994], [13.645, 12.122, 8.643], [11.575, 10.429, 8.868], [11.510, 11.274, 10.348], [12.054, 9.673, 10.388], [13.396, 11.020, 11.952], [13.260, 12.551, 11.354], [15.342, 12.228, 12.501], [15.703, 12.674, 10.881], [15.790, 9.937, 12.163], [17.158, 10.817, 11.521], [15.875, 8.064, 10.979], [17.483, 8.614, 10.525], [16.392, 7.779, 9.337], [17.701, 11.205, 9.524], [16.250, 11.395, 8.480], [17.242, 10.197, 8.077], [14.570, 12.710, 8.626], [12.792, 12.793, 8.749], [13.692, 11.671, 7.650], [16.849, 5.120, 8.114], [15.375, 4.616, 8.177], [15.233, 3.343, 9.032], [14.532, 5.596, 8.637], [17.033, 6.074, 7.617], [17.457, 4.342, 7.641], [17.349, 5.287, 9.076], [15.177, 4.293, 7.144], [15.862, 2.565, 8.580], [14.261, 2.884, 9.191], [15.751, 3.497, 9.985], [17.849, 15.040, 12.242], [18.968, 14.467, 11.612], [20.190, 14.814, 12.213], [21.300, 13.983, 11.644], [22.596, 14.324, 12.111], [23.531, 13.346, 11.710], [24.971, 13.838, 11.888], [25.344, 13.972, 13.247], [25.009, 15.199, 13.838], [17.897, 16.119, 12.024], [17.857, 15.035, 13.336], [16.879, 14.753, 11.846], [20.072, 14.659, 13.294], [20.383, 15.889, 12.094], [21.316, 14.102, 10.555], [21.078, 12.935, 11.869], [23.421, 13.133, 10.639], [23.300, 12.424, 12.252], [25.055, 14.821, 11.415], [25.648, 13.103, 11.454], [23.977, 15.512, 13.668], [25.705, 16.028, 13.673], [25.052, 15.031, 14.918], [19.967, 12.498, 8.486], [19.478, 11.539, 7.549], [20.299, 10.395, 7.388], [19.683, 9.541, 6.292], [20.731, 8.995, 5.500], [21.433, 7.921, 6.129], [22.384, 7.218, 5.139], [23.044, 6.234, 5.912], [24.001, 5.570, 5.066], [19.199, 13.262, 8.488], [20.988, 12.749, 8.170], [20.170, 12.016, 9.451], [20.434, 9.864, 8.338], [21.324, 10.721, 7.168], [19.059, 10.115, 5.611], [19.032, 8.767, 6.714], [20.661, 7.170, 6.328], [21.911, 8.193, 7.071], [23.055, 7.979, 4.729], [21.813, 6.645, 4.400], [24.600, 6.302, 4.519], [23.572, 4.870, 4.347], [24.635, 5.098, 5.817], [17.154, 9.321, 17.018], [15.814, 9.617, 16.727], [15.431, 9.466, 15.344], [14.787, 10.748, 14.826], [13.492, 10.908, 15.288], [13.214, 11.903, 16.254], [13.144, 13.294, 15.591], [14.356, 13.831, 15.096], [15.175, 14.359, 16.130], [17.911, 9.674, 16.314], [17.425, 8.351, 17.447], [17.474, 9.887, 17.906], [14.658, 8.694, 15.301], [16.320, 9.136, 14.806], [14.772, 10.706, 13.730], [15.510, 11.546, 15.032], [13.896, 11.832, 17.110], [12.316, 11.597, 16.794], [12.656, 14.093, 16.161], [12.539, 13.193, 14.686], [15.260, 13.661, 16.961], [14.805, 15.342, 16.448], [16.160, 14.662, 15.773], [9.401, 17.656, 13.994], [10.152, 16.662, 13.358], [11.431, 16.390, 13.899], [12.344, 15.755, 12.850], [12.679, 16.735, 11.895], [13.246, 16.221, 10.706], [12.360, 16.633, 9.528], [13.264, 16.956, 8.456], [12.673, 16.982, 7.182], [8.552, 17.885, 13.349], [9.955, 18.604, 13.943], [9.095, 17.432, 15.017], [11.209, 15.800, 14.797], [11.782, 17.379, 14.224], [11.824, 14.894, 12.413], [13.274, 15.353, 13.267], [13.277, 15.128, 10.652], [14.279, 16.566, 10.643], [11.705, 17.496, 9.642], [11.812, 15.732, 9.236], [12.874, 17.924, 6.670], [11.610, 16.729, 7.172], [13.132, 16.207, 6.555], [25.062, 10.097, 10.577], [23.689, 10.537, 10.511], [22.768, 9.649, 9.871], [22.357, 8.466, 10.722], [20.992, 8.708, 11.178], [20.481, 7.569, 11.832], [19.971, 6.443, 10.927], [20.902, 5.715, 10.163], [20.348, 5.311, 8.930], [25.555, 10.750, 9.854], [25.210, 9.114, 10.125], [25.479, 10.164, 11.577], [23.108, 9.349, 8.876], [21.922, 10.320, 9.734], [22.917, 8.346, 11.651], [22.287, 7.557, 10.124], [19.558, 7.944, 12.278], [21.084, 7.108, 12.624], [19.345, 7.066, 10.270], [19.309, 5.766, 11.478], [19.623, 4.511, 9.134], [21.107, 4.887, 8.276], [19.778, 6.100, 8.430], [8.928, 10.571, 12.002], [9.559, 9.541, 11.784], [8.383, 11.335, 11.043], [7.779, 12.594, 11.478], [8.547, 11.190, 9.629], [8.829, 11.007, 13.002], [6.827, 12.594, 10.939], [8.371, 13.448, 11.135], [7.610, 12.734, 12.541], [9.311, 11.932, 9.364], [8.997, 10.219, 9.428], [7.665, 11.341, 9.009], [12.880, 7.553, 11.622], [12.948, 7.171, 10.467], [13.651, 7.084, 12.609], [13.408, 7.463, 13.990], [14.671, 6.054, 12.465], [12.234, 8.370, 11.963], [12.725, 8.313, 14.060], [14.291, 7.747, 14.561], [12.889, 6.670, 14.532], [14.452, 5.070, 12.871], [14.811, 5.862, 11.394], [15.662, 6.447, 12.695], [8.485, 14.333, 6.742], [7.311, 14.057, 6.880], [9.502, 13.501, 6.444], [10.863, 13.958, 6.503], [9.282, 12.156, 5.954], [8.810, 15.383, 6.837], [11.145, 14.900, 6.039], [11.516, 13.194, 6.073], [11.297, 13.935, 7.511], [10.065, 11.490, 6.320], [8.387, 11.686, 6.363], [9.198, 12.050, 4.872], [16.237, 13.440, 3.699], [15.714, 13.651, 2.620], [15.647, 12.805, 4.734], [16.325, 12.460, 5.969], [14.195, 12.810, 4.793], [17.287, 13.733, 3.835], [15.972, 11.474, 6.271], [16.269, 13.229, 6.741], [17.396, 12.313, 5.809], [13.889, 13.120, 5.792], [13.741, 13.506, 4.087], [13.797, 11.846, 4.468]]}

Entry 2:
{"formula": "C4H6N2O", "method": "ωB97M-V/def2-TZVPD", "gap_ev": 8.83, "e_above_lowest_ev": 4.921, "total_charge": 2, "lumo_ha": -0.440, "largest_force_ha_per_bohr": 0.0765, "total_energy_ev": -9246.473, "elements": ["C", "C", "C", "C", "N", "N", "O", "H", "H", "H", "H", "H", "H"], "coordinates": [[-1.122, -0.092, 0.083], [1.094, 1.004, -0.039], [-1.203, -2.000, 0.128], [2.331, 1.507, -0.183], [0.086, 0.425, -0.068], [-2.265, 0.330, -0.107], [-3.406, 0.437, -0.154], [-2.210, -2.357, -0.213], [-1.197, -1.944, 1.252], [-0.374, -2.274, -0.522], [3.133, 1.455, -0.918], [2.713, 0.947, 0.736], [2.419, 2.562, 0.005]]}

Entry 3:
{"formula": "C5H10NO", "method": "ωB97M-V/def2-TZVPD", "gap_ev": 5.23, "e_above_lowest_ev": 2.698, "total_charge": -1, "smiles": "C=C(CC)N(C)[O-]", "lumo_ha": 0.150, "largest_force_ha_per_bohr": 0.0833, "total_energy_ev": -8881.420, "elements": ["C", "C", "C", "C", "N", "C", "O", "H", "H", "H", "H", "H", "H", "H", "H", "H", "H"], "coordinates": [[-0.736, -2.063, 0.276], [-0.385, -0.740, 0.260], [1.047, -0.269, 0.445], [1.758, 0.244, -0.805], [-1.275, 0.203, -0.192], [-1.198, 1.626, 0.215], [-2.509, -0.121, -0.565], [-1.799, -2.242, 0.238], [0.020, -2.858, 0.299], [1.195, 0.517, 1.314], [1.646, -1.229, 0.881], [0.933, 0.163, -1.509], [1.948, 1.364, -0.761], [2.563, -0.362, -0.986], [-2.140, 2.144, 0.169], [-0.728, 1.570, 1.197], [-0.339, 2.054, -0.478]]}

Entry 4:
{"formula": "C8H28B2O30", "method": "ωB97M-V/def2-TZVPD", "gap_ev": 7.59, "e_above_lowest_ev": 15.244, "total_charge": -2, "lumo_ha": 0.112, "largest_force_ha_per_bohr": 0.2770, "total_energy_ev": -71530.495, "elements": ["O", "C", "O", "B", "O", "C", "O", "O", "C", "O", "C", "O", "O", "O", "C", "O", "B", "O", "C", "O", "O", "C", "O", "C", "O", "O", "O", "H", "H", "O", "H", "H", "O", "H", "H", "O", "H", "H", "O", "H", "H", "O", "H", "H", "O", "H", "H", "O", "H", "H", "O", "H", "H", "O", "H", "H", "O", "H", "H", "O", "H", "H", "O", "H", "H", "O", "H", "H"], "coordinates": [[-4.439, 1.249, 1.670], [-3.374, 1.789, 1.773], [-2.346, 1.124, 1.682], [-1.315, 1.947, 2.264], [-1.991, 3.182, 2.655], [-3.120, 3.100, 2.348], [-4.045, 4.007, 2.520], [-0.180, 2.153, 1.327], [0.877, 1.780, 1.889], [1.982, 1.633, 1.248], [0.593, 1.363, 3.226], [-0.633, 1.377, 3.412], [1.405, 1.012, 4.123], [1.193, -4.190, 0.413], [0.812, -2.997, 0.479], [0.414, -2.429, -0.479], [0.480, -0.997, -0.160], [0.793, -1.024, 1.328], [1.057, -2.163, 1.627], [1.378, -2.557, 2.841], [-0.751, -0.313, -0.445], [-0.547, 0.571, -1.268], [-1.539, 1.061, -1.866], [0.836, 0.540, -1.571], [1.484, -0.291, -0.930], [1.300, 1.069, -2.597], [1.263, 4.209, -2.630], [1.229, 3.615, -3.436], [1.579, 3.832, -1.760], [3.601, -0.398, -2.921], [3.768, -1.392, -2.885], [2.751, -0.260, -2.598], [-2.545, -2.218, 0.052], [-2.952, -3.034, 0.401], [-2.265, -2.509, -0.758], [1.949, -6.877, 1.120], [2.635, -7.047, 0.503], [1.657, -6.059, 0.872], [0.489, -2.237, 5.424], [0.563, -3.165, 5.492], [0.573, -2.103, 4.520], [0.992, 2.515, -4.713], [1.271, 1.555, -4.556], [1.376, 2.706, -5.591], [-2.612, 3.635, -0.610], [-3.244, 4.279, -0.194], [-2.503, 3.599, -1.589], [0.994, -5.264, 4.056], [1.763, -5.114, 4.463], [1.181, -4.678, 3.186], [1.831, -5.337, -1.877], [1.396, -5.956, -2.457], [1.192, -4.990, -1.142], [-3.291, 0.155, -1.680], [-3.439, 0.127, -0.730], [-2.402, 0.614, -1.518], [2.021, 3.406, -0.946], [1.347, 3.981, -0.402], [2.226, 2.643, -0.283], [3.935, -0.881, 0.663], [3.060, -0.531, 0.014], [4.005, -0.187, 1.323], [-1.376, 3.775, -2.405], [-1.430, 2.873, -2.594], [-0.525, 3.898, -2.552], [-4.456, 2.411, -2.135], [-4.045, 2.470, -2.957], [-3.893, 1.935, -1.651]]}

Entry 5:
{"formula": "C5H7FOS", "method": "ωB97M-V/def2-TZVPD", "gap_ev": 8.00, "e_above_lowest_ev": 0.688, "total_charge": 0, "smiles": "C/C(C=S)=C(\\F)CO", "lumo_ha": -0.021, "largest_force_ha_per_bohr": 0.0138, "total_energy_ev": -20897.389, "elements": ["C", "C", "C", "S", "C", "F", "C", "O", "H", "H", "H", "H", "H", "H", "H"], "coordinates": [[-0.611, -1.834, 0.863], [-0.361, -0.432, 0.355], [-1.045, 0.679, 0.981], [-2.084, 0.571, 2.239], [0.458, -0.213, -0.695], [0.999, -1.277, -1.321], [0.918, 1.044, -1.384], [0.917, 2.216, -0.615], [-1.655, -2.096, 0.768], [-0.368, -1.896, 1.915], [-0.045, -2.554, 0.309], [-0.838, 1.654, 0.539], [0.270, 1.213, -2.242], [1.907, 0.828, -1.806], [1.539, 2.094, 0.094]]}

Entry 6:
{"formula": "C34H84N4O12", "method": "ωB97M-V/def2-TZVPD", "gap_ev": 8.88, "e_above_lowest_ev": 0.000, "total_charge": 0, "smiles": "CC1(C)CCCC(C)(C)N1O.CC1(C)CCCC(C)(C)N1O.COC[C@H](C)N.COC[C@H](C)N.OCCO.OCCO.OCCO.OCCO", "lumo_ha": 0.021, "largest_force_ha_per_bohr": 0.0757, "total_energy_ev": -67144.153, "elements": ["C", "C", "C", "C", "C", "C", "C", "C", "C", "N", "O", "H", "H", "H", "H", "H", "H", "H", "H", "H", "H", "H", "H", "H", "H", "H", "H", "H", "H", "H", "C", "C", "C", "C", "C", "C", "C", "C", "C", "N", "O", "H", "H", "H", "H", "H", "H", "H", "H", "H", "H", "H", "H", "H", "H", "H", "H", "H", "H", "H", "C", "O", "C", "C", "C", "N", "H", "H", "H", "H", "H", "H", "H", "H", "H", "H", "H", "C", "O", "C", "C", "C", "N", "H", "H", "H", "H", "H", "H", "H", "H", "H", "H", "H", "O", "C", "C", "O", "H", "H", "H", "H", "H", "H", "O", "C", "C", "O", "H", "H", "H", "H", "H", "H", "O", "C", "C", "O", "H", "H", "H", "H", "H", "H", "O", "C", "C", "O", "H", "H", "H", "H", "H", "H"], "coordinates": [[15.987, 8.266, 14.536], [15.949, 8.653, 16.038], [14.575, 9.311, 16.389], [16.112, 7.422, 16.899], [17.490, 6.828, 16.780], [18.378, 7.862, 17.309], [18.397, 9.183, 16.519], [19.163, 10.254, 17.270], [19.131, 8.918, 15.201], [16.924, 9.619, 16.409], [16.785, 10.848, 15.573], [16.099, 9.123, 13.844], [16.869, 7.729, 14.215], [15.052, 7.712, 14.217], [14.391, 10.288, 15.944], [13.764, 8.620, 16.156], [14.558, 9.441, 17.442], [15.845, 7.592, 17.933], [15.367, 6.761, 16.520], [17.493, 5.924, 17.321], [17.618, 6.618, 15.734], [19.456, 7.672, 17.229], [18.133, 8.111, 18.327], [20.186, 9.930, 17.496], [18.636, 10.569, 18.121], [19.307, 11.164, 16.647], [18.973, 9.700, 14.462], [18.943, 7.922, 14.785], [20.179, 9.010, 15.416], [17.128, 10.633, 14.673], [17.208, 12.178, 12.371], [16.566, 13.474, 12.793], [15.296, 13.034, 13.573], [17.630, 14.222, 13.637], [17.162, 15.592, 14.044], [17.125, 16.359, 12.676], [16.030, 15.795, 11.819], [14.640, 16.088, 12.439], [16.058, 16.555, 10.548], [16.263, 14.311, 11.584], [15.102, 13.888, 10.881], [17.279, 11.579, 13.298], [16.584, 11.578, 11.582], [18.149, 12.379, 11.893], [14.805, 13.878, 13.980], [14.687, 12.586, 12.807], [15.633, 12.340, 14.279], [17.738, 13.613, 14.584], [18.616, 14.175, 13.252], [16.215, 15.602, 14.598], [17.992, 15.982, 14.686], [18.068, 16.093, 12.160], [17.038, 17.462, 12.705], [14.667, 16.857, 13.153], [14.145, 15.198, 12.879], [13.969, 16.388, 11.637], [17.001, 16.462, 9.912], [16.145, 17.633, 10.786], [15.229, 16.346, 9.898], [15.307, 13.271, 10.101], [17.618, 13.584, 19.330], [16.248, 13.763, 18.809], [15.604, 12.483, 18.740], [14.163, 12.605, 18.190], [14.164, 13.099, 16.736], [13.242, 13.505, 19.039], [18.194, 13.191, 18.512], [17.690, 12.956, 20.209], [18.022, 14.557, 19.589], [16.155, 11.831, 18.075], [15.534, 12.137, 19.786], [13.738, 11.576, 18.249], [13.195, 13.265, 16.328], [14.880, 12.530, 16.191], [14.693, 14.027, 16.704], [13.314, 14.473, 18.648], [13.617, 13.605, 19.979], [13.226, 9.244, 12.242], [13.239, 9.348, 10.846], [13.538, 10.615, 10.336], [14.053, 10.548, 8.917], [15.216, 9.525, 8.777], [14.362, 11.902, 8.447], [14.066, 9.707, 12.678], [13.260, 8.155, 12.494], [12.337, 9.696, 12.701], [12.630, 11.238, 10.308], [14.270, 11.100, 10.935], [13.274, 10.120, 8.286], [16.134, 9.981, 9.247], [15.449, 9.276, 7.700], [14.921, 8.622, 9.299], [14.947, 11.893, 7.592], [13.524, 12.470, 8.318], [11.995, 9.652, 19.221], [11.232, 9.913, 20.403], [11.652, 11.261, 20.932], [11.001, 12.330, 20.123], [11.662, 10.294, 18.556], [10.072, 9.859, 20.343], [11.537, 9.195, 21.109], [12.695, 11.440, 20.891], [11.242, 11.485, 21.909], [11.656, 12.788, 19.635], [8.348, 12.118, 10.418], [9.026, 11.084, 9.669], [8.901, 9.886, 10.555], [9.394, 10.202, 11.831], [8.914, 12.934, 10.483], [8.641, 10.916, 8.667], [10.100, 11.354, 9.681], [9.565, 9.155, 10.039], [7.832, 9.462, 10.501], [9.066, 11.104, 12.042], [11.032, 13.685, 13.418], [11.557, 13.453, 12.127], [10.981, 14.535, 11.219], [9.582, 14.521, 10.961], [10.897, 12.817, 13.872], [12.620, 13.533, 11.979], [11.376, 12.415, 11.792], [11.473, 14.401, 10.258], [11.278, 15.514, 11.625], [9.089, 14.920, 11.667], [9.683, 11.081, 17.901], [9.701, 11.599, 16.559], [10.498, 10.653, 15.607], [10.363, 11.180, 14.335], [10.041, 11.708, 18.564], [8.639, 11.658, 16.251], [10.184, 12.579, 16.485], [10.010, 9.689, 15.650], [11.544, 10.707, 15.874], [10.022, 10.443, 13.771]]}